{
  "formula": "C3H6N2O",
  "method": "ωB97M-V/def2-TZVPD",
  "symbols": ["H", "H", "H", "N", "C", "O", "H", "H", "C", "H", "N", "C"],
  "coordinates": [[-0.352604, 0.730123, 1.631426], [-1.650000, 1.340574, -1.471808], [1.169259, -0.443791, -1.590092], [0.828603, -0.397337, -0.636151], [-0.356138, 0.340034, -0.524616], [2.631861, -1.628826, -0.041022], [1.269962, -0.988607, 1.322388], [-1.548869, -0.461325, 1.086443], [1.620953, -1.042890, 0.278291], [-1.790696, 1.257707, 0.746371], [-0.786037, 0.825209, -1.619562], [-1.036297, 0.469127, 0.818330]],
  "forces_ev_per_a": [[0.0, -0.1, -0.2], [0.1, 0.0, 0.0], [0.0, 0.0, 0.0], [0.1, 0.0, -0.1], [-0.1, 0.0, -0.1], [-0.4, 0.2, 0.2], [0.0, 0.0, -0.1], [0.2, 0.1, -0.1], [0.0, 0.0, 0.0], [0.1, -0.2, 0.0], [0.0, 0.0, 0.3], [0.0, 0.0, 0.0]],
  "lowdin_charge": [0.0758, 0.0474, 0.1476, 0.0931, -0.4627, 0.0344, 0.1304, 0.0896, -0.3300, 0.0775, 0.1253, -0.0284],
  "largest_force_ev_per_a": 0.47,
  "smiles": "[H]/N=C(\\C)NC=O",
  "gap_ev": 10.7,
  "e_above_lowest_kj_mol": 53.94
}